1.
The following is a DFT calculation (ωB97M-V/def2-TZVPD) of a cluster of 2 separate species, C40H43BO4S in total in a non-equilibrium geometry.

2S+1 = 1

Last column: Löwdin charge in e.
CARTESIAN COORDINATES (ANGSTROEM)
C1 -3.01 -6.49 1.51  -0.1146
C2 -1.99 -5.88 0.62  -0.5862
C3 -0.62 -5.78 0.87  -0.1391
C4 0.09 -5.04 -0.11  -0.1213
C5 -0.69 -4.67 -1.21  -0.4602
B1 -0.14 0.06 0.40  -0.7233
C6 -0.22 -4.21 -2.50  -0.2482
C7 1.16 -4.22 -2.80  -0.0294
C8 1.58 -4.19 -4.14  -0.0894
C9 0.66 -3.94 -5.16  -0.1031
C10 -0.67 -3.67 -4.83  -0.0943
C11 -1.12 -3.83 -3.52  -0.0655
O1 -1.48 0.31 0.47  0.1671
C12 -1.89 -0.18 1.76  -0.4474
C13 -2.90 0.77 2.35  -0.0088
C14 -2.61 -1.50 1.51  -0.0098
C15 -0.53 -0.35 2.58  -0.4381
C16 -0.22 0.81 3.51  -0.0077
C17 -0.35 -1.63 3.39  -0.0073
O2 0.48 -0.34 1.55  0.1465
S1 -2.36 -5.13 -0.91  1.0638
H1 -2.49 -7.03 2.30  0.0776
H2 -3.66 -5.73 1.97  0.0804
H3 -3.67 -7.21 1.00  0.0789
H4 -0.14 -6.25 1.72  0.1074
H5 1.14 -4.80 -0.05  0.1027
H6 1.89 -4.32 -1.99  0.1091
H7 2.64 -4.36 -4.38  0.1084
H8 0.99 -3.90 -6.21  0.1102
H9 -1.37 -3.34 -5.61  0.1099
H10 -2.17 -3.71 -3.28  0.0951
H11 -3.20 0.40 3.33  0.0942
H12 -2.51 1.78 2.45  0.0842
H13 -3.79 0.79 1.71  0.0961
H14 -3.05 -1.87 2.44  0.0943
H15 -3.41 -1.31 0.79  0.0993
H16 -1.94 -2.26 1.10  0.0908
H17 -0.90 0.81 4.36  0.0922
H18 0.80 0.67 3.89  0.0948
H19 -0.26 1.78 2.98  0.0848
H20 -1.07 -1.65 4.23  0.0956
H21 -0.46 -2.55 2.80  0.0859
H22 0.66 -1.62 3.82  0.0926
C18 -3.67 7.15 0.36  -0.0665
O3 -3.24 6.39 -0.79  -0.0954
C19 -2.29 5.43 -0.60  -0.2719
C20 -1.86 4.72 -1.75  0.0056
C21 -0.85 3.79 -1.63  -0.0159
C22 -0.23 3.51 -0.39  -0.1696
C23 0.81 2.46 -0.28  -0.0928
C24 0.46 1.25 -0.92  0.0013
C25 0.90 -0.18 -0.82  -0.0605
C26 0.94 -0.74 -2.19  -0.1926
C27 2.19 -1.11 -2.68  -0.0470
C28 2.41 -1.15 -4.06  -0.0975
C29 1.37 -0.83 -4.94  -0.1072
C30 0.11 -0.51 -4.44  -0.0813
C31 -0.13 -0.58 -3.07  -0.0411
C32 2.00 2.69 0.50  -0.1456
C33 2.19 3.94 1.16  -0.0280
C34 3.13 4.12 2.14  0.0046
C35 3.99 3.04 2.45  -0.2771
O4 4.61 3.11 3.65  -0.0918
C36 5.29 1.92 4.12  -0.0623
C37 4.04 1.91 1.60  -0.0120
C38 3.05 1.75 0.64  0.0022
C39 -0.73 4.17 0.76  -0.0456
C40 -1.73 5.12 0.66  -0.0129
H23 -4.45 7.79 -0.04  0.0894
H24 -4.07 6.50 1.14  0.0905
H25 -2.84 7.75 0.76  0.0964
H26 -2.34 4.94 -2.70  0.1178
H27 -0.52 3.28 -2.53  0.1187
H28 -0.29 1.41 -1.70  0.1136
H29 1.85 -0.37 -0.34  0.1116
H30 3.02 -1.32 -1.99  0.1206
H31 3.39 -1.43 -4.44  0.1056
H32 1.54 -0.85 -6.02  0.1014
H33 -0.70 -0.22 -5.12  0.1062
H34 -1.14 -0.43 -2.66  0.1327
H35 1.53 4.78 0.94  0.1064
H36 3.17 5.03 2.74  0.1198
H37 5.72 2.23 5.07  0.0904
H38 4.57 1.10 4.27  0.0983
H39 6.07 1.62 3.41  0.0885
H40 4.81 1.15 1.73  0.1058
H41 3.10 0.89 -0.02  0.1068
H42 -0.31 3.95 1.73  0.1100
H43 -2.07 5.64 1.57  0.1026

---

2.
The following is a DFT calculation (ωB97M-V/def2-TZVPD) of a structure of composition C40H43BeN4O5P3Te.

2S+1 = 1

Last column: Löwdin charge in e.
CARTESIAN COORDINATES (ANGSTROEM)
Be1 1.00 0.54 -1.87  0.0451
Te1 1.11 -2.46 2.24  1.2336
C1 -0.51 -3.25 3.35  -0.5476
C2 -0.32 -3.81 4.61  -0.1386
C3 -1.43 -4.28 5.31  -0.1640
N1 -2.68 -4.22 4.85  0.0453
C4 -2.84 -3.68 3.63  -0.1539
C5 -1.80 -3.19 2.85  -0.1242
C6 0.06 -0.72 1.50  -0.8867
P1 1.28 0.58 1.99  0.8654
C7 0.34 2.20 2.09  -0.3569
C8 -0.92 2.32 2.69  -0.0942
C9 -1.51 3.57 2.87  -0.1001
C10 -0.86 4.72 2.42  -0.1440
C11 0.37 4.61 1.79  -0.1037
C12 0.96 3.36 1.63  -0.0943
C13 1.30 0.41 3.85  -0.4444
C14 2.40 0.96 4.51  -0.1156
C15 2.48 0.93 5.90  -0.0959
C16 1.47 0.35 6.64  -0.0994
C17 0.37 -0.20 5.99  -0.0827
C18 0.28 -0.16 4.61  -0.1472
P2 -0.26 -0.80 -0.31  1.0209
C19 -1.79 0.27 -0.34  -0.4771
C20 -2.94 -0.02 0.57  -0.0494
C21 -4.16 0.42 0.27  -0.0738
C22 -4.44 1.07 -1.02  -0.0810
C23 -3.51 1.20 -1.97  -0.0556
C24 -2.09 0.79 -1.76  -0.1305
C25 -0.92 -2.46 -0.75  -0.3583
C26 -0.04 -3.55 -0.87  -0.1633
C27 -0.50 -4.81 -1.22  -0.0728
C28 -1.84 -5.02 -1.48  -0.0864
C29 -2.72 -3.95 -1.42  -0.0817
C30 -2.26 -2.69 -1.06  -0.0844
H1 0.67 -3.87 5.05  0.0925
H2 -1.30 -4.71 6.29  0.0994
H3 -3.86 -3.65 3.26  0.1004
H4 -1.99 -2.78 1.87  0.0702
H5 -1.43 1.43 3.03  0.1054
H6 -2.47 3.64 3.36  0.1043
H7 -1.30 5.69 2.60  0.1005
H8 0.88 5.50 1.44  0.1016
H9 1.92 3.27 1.14  0.1008
H10 3.19 1.41 3.93  0.0916
H11 3.35 1.35 6.40  0.0962
H12 1.53 0.31 7.72  0.0963
H13 -0.43 -0.66 6.56  0.1022
H14 -0.57 -0.60 4.10  0.0787
H15 -2.72 -0.55 1.49  0.1009
H16 -4.99 0.24 0.94  0.1030
H17 -5.46 1.40 -1.21  0.0988
H18 -3.78 1.60 -2.95  0.1134
H19 -1.71 0.18 -2.59  0.1439
H20 1.02 -3.40 -0.72  0.0465
H21 0.20 -5.63 -1.28  0.1051
H22 -2.20 -6.00 -1.76  0.1006
H23 -3.77 -4.09 -1.65  0.1008
H24 -2.97 -1.88 -1.03  0.0889
C31 4.90 0.11 -0.21  -0.1577
P3 3.73 -0.23 -1.52  0.6369
C32 3.42 -1.99 -1.55  -0.1444
C33 4.51 0.20 -3.07  -0.1523
O1 2.47 0.56 -1.25  -0.3188
H25 5.81 -0.47 -0.35  0.0614
H26 4.42 -0.16 0.74  0.0466
H27 5.12 1.17 -0.20  0.0653
H28 4.26 -2.51 -2.01  0.0671
H29 2.50 -2.16 -2.12  0.0374
H30 3.28 -2.35 -0.52  0.0453
H31 5.57 -0.01 -3.04  0.0590
H32 4.33 1.26 -3.26  0.0575
H33 4.04 -0.37 -3.87  0.0599
N2 -2.27 3.77 -0.21  0.2034
C34 -1.59 3.41 -1.50  -0.0039
C35 -1.10 1.96 -1.39  -0.5103
O2 -1.25 1.59 0.04  -0.1310
O3 0.14 1.87 -1.84  -0.0650
H34 -3.23 4.09 -0.32  0.1590
H35 -1.73 4.42 0.35  0.1052
H36 -2.22 2.86 0.33  0.1273
H37 -0.71 4.05 -1.64  0.1381
H38 -2.27 3.54 -2.33  0.1247
C36 1.29 2.26 -6.60  -0.0255
N3 1.08 1.10 -5.75  -0.0596
C37 0.48 -0.02 -6.27  -0.0715
C38 0.27 -1.12 -5.53  0.0053
C39 0.64 -1.10 -4.12  -0.4889
O4 0.54 -2.10 -3.42  0.0111
N4 1.12 0.09 -3.60  0.1403
C40 1.44 1.16 -4.40  -0.4963
O5 2.02 2.15 -3.98  0.0343
H39 1.60 1.95 -7.59  0.0872
H40 2.08 2.87 -6.15  0.0827
H41 0.39 2.87 -6.67  0.0926
H42 0.22 0.03 -7.32  0.1250
H43 -0.18 -2.01 -5.94  0.1083

---

3.
The following is a DFT calculation (ωB97M-V/def2-TZVPD) of a structure of composition C40H43CsF5O3P2Sb in a non-equilibrium geometry.

2S+1 = 1

Last column: Löwdin charge in e.
CARTESIAN COORDINATES (ANGSTROEM)
Cs1 1.21 -0.40 -1.21  1.3386
O1 -1.04 -0.04 0.14  -0.5843
P1 -2.53 -0.08 -0.04  0.7254
C1 -2.97 -0.67 -1.70  -0.2905
P2 -1.96 -2.00 -2.41  0.7000
O2 -0.60 -1.50 -2.72  -0.5747
C2 -1.93 -3.31 -1.16  -0.2838
C3 -0.76 -3.53 -0.43  -0.0684
C4 -0.76 -4.47 0.59  -0.0599
C5 -1.91 -5.18 0.89  -0.0707
C6 -3.07 -4.96 0.17  -0.0721
C7 -3.08 -4.03 -0.86  -0.0859
C8 -2.91 -2.65 -3.79  -0.2776
C9 -3.77 -1.83 -4.52  -0.0743
C10 -4.40 -2.31 -5.65  -0.0706
C11 -4.18 -3.62 -6.06  -0.0689
C12 -3.32 -4.44 -5.34  -0.0659
C13 -2.69 -3.95 -4.21  -0.0718
C14 -3.36 -1.20 1.08  -0.2698
C15 -2.65 -1.70 2.16  -0.0600
C16 -3.26 -2.57 3.05  -0.0683
C17 -4.58 -2.93 2.88  -0.0750
C18 -5.30 -2.43 1.80  -0.0758
C19 -4.69 -1.57 0.91  -0.0908
C20 -3.16 1.60 0.11  -0.2600
C21 -4.49 1.98 -0.07  -0.0763
C22 -4.86 3.30 0.06  -0.0774
C23 -3.92 4.26 0.39  -0.0684
C24 -2.59 3.89 0.58  -0.0589
C25 -2.22 2.57 0.44  -0.0636
H1 -2.85 0.18 -2.38  0.0882
H2 -4.03 -0.95 -1.72  0.0667
H3 0.15 -2.98 -0.61  0.0581
H4 0.15 -4.65 1.15  0.1127
H5 -1.90 -5.91 1.69  0.1090
H6 -3.97 -5.51 0.41  0.1094
H7 -3.99 -3.88 -1.41  0.1156
H8 -3.94 -0.80 -4.23  0.1019
H9 -5.07 -1.67 -6.22  0.1072
H10 -4.67 -4.00 -6.95  0.1071
H11 -3.15 -5.45 -5.66  0.1092
H12 -2.02 -4.60 -3.66  0.1180
H13 -1.61 -1.42 2.29  0.1106
H14 -2.70 -2.96 3.89  0.1111
H15 -5.06 -3.60 3.58  0.1071
H16 -6.34 -2.72 1.66  0.1074
H17 -5.27 -1.21 0.07  0.0964
H18 -5.25 1.25 -0.33  0.1010
H19 -5.89 3.59 -0.08  0.1062
H20 -4.21 5.29 0.50  0.1075
H21 -1.85 4.63 0.84  0.1047
H22 -1.19 2.27 0.59  0.0781
F1 7.94 0.46 -4.97  0.0843
C26 6.89 0.26 -4.15  -0.1655
C27 6.33 -1.01 -4.00  -0.1585
F2 6.86 -2.04 -4.68  0.0982
C28 5.26 -1.21 -3.16  -0.1496
F3 4.75 -2.46 -3.06  0.0790
C29 4.66 -0.17 -2.42  -0.3735
O3 3.64 -0.33 -1.68  -0.4666
C30 5.26 1.09 -2.60  -0.1548
F4 4.75 2.15 -1.92  0.0639
C31 6.33 1.30 -3.44  -0.1608
F5 6.84 2.54 -3.57  0.0955
C32 5.75 1.98 1.63  -0.1662
C33 4.70 1.56 2.65  -0.5961
C34 4.87 2.28 3.97  -0.1401
Sb1 2.84 1.61 1.61  1.4994
C35 2.65 3.67 1.03  -0.5797
C36 1.22 3.89 0.57  -0.1778
C37 3.06 4.77 1.98  -0.1370
C38 1.37 1.47 3.18  -0.5949
C39 1.59 0.15 3.91  -0.1754
C40 1.17 2.58 4.20  -0.1419
H23 6.76 1.93 2.04  0.0775
H24 5.59 3.01 1.31  0.0663
H25 5.71 1.37 0.73  0.0635
H26 4.85 0.49 2.84  0.0788
H27 4.66 3.35 3.89  0.0594
H28 5.89 2.18 4.34  0.0749
H29 4.21 1.89 4.75  0.0528
H30 3.29 3.72 0.14  0.0771
H31 0.51 3.81 1.40  0.0544
H32 0.91 3.16 -0.19  0.0605
H33 1.09 4.88 0.13  0.0813
H34 2.50 4.74 2.92  0.0603
H35 2.88 5.75 1.53  0.0753
H36 4.12 4.73 2.24  0.0558
H37 0.44 1.37 2.60  0.0605
H38 2.50 0.16 4.51  0.0661
H39 1.68 -0.70 3.22  0.0603
H40 0.76 -0.07 4.60  0.0718
H41 2.08 2.78 4.78  0.0640
H42 0.39 2.31 4.91  0.0734
H43 0.88 3.53 3.74  0.0513

---

no.,gap between HOMO and LUMO (eV),E (Eh)
1,7.4,-2274.01883
2,6.1,-3452.20562
3,6.2,-3218.20681